Entry a
C27H37N4O2SeSiV | ωB97M-V with the def2-TZVPD basis set

Summary:
E_LUMO (spin up / spin down) ... -6.0843 / -6.0889 eV
<S²> ... 2.020
Kohn-Sham gap (spin up / spin down) ... 6.8 / 7.1 eV
HOMO (spin up / spin down) ... -12.89 / -13.15 eV
Multiplicity ... 3
Charge ... +2

Atoms and positions in Å:
C -2.53222 -1.01425 -3.00208
Se 1.90510 0.40031 -0.67545
C 2.48074 0.85425 4.42198
H 1.15342 3.93981 2.19439
N -0.64694 -2.43886 -2.44974
C -4.90830 -0.52795 -3.20684
C -0.50258 -3.48034 1.22590
H 0.94293 -3.46886 -0.38233
H -1.51425 5.22800 1.17174
H 5.30261 -2.11145 0.38318
H 2.84838 -1.71585 -3.19125
N 0.24939 2.91505 0.66967
O -1.13431 0.49675 -1.84594
H 5.27532 1.19567 -1.13056
H -1.56805 -3.68034 1.35532
H 0.04933 -4.24609 1.76838
H -3.90312 -2.08177 -4.26898
H -4.25969 2.50232 -0.64483
C -6.26491 -0.81758 -3.78461
H -0.69451 -1.34484 1.45109
H 3.66304 0.14463 6.07221
Si 3.81900 -0.80030 -1.10605
H 4.59717 -0.73538 1.24233
H -6.89283 -1.35042 -3.06930
H -6.77772 0.10596 -4.05093
H -0.21696 -1.40740 -0.72277
O -0.50256 0.39045 1.53775
H -2.08209 2.98561 1.76320
C 0.97958 -0.56123 3.12196
H 2.31465 -1.25757 4.65393
C -0.14229 -3.50135 -0.26376
H -0.06874 3.88131 -1.12650
C -2.40431 3.33809 0.78206
C -3.48302 0.81480 -1.74368
C -3.35739 1.90695 -0.80023
C 0.81965 2.97438 1.80970
H 4.27317 -2.63520 -2.70647
H 3.20974 1.84202 6.18525
C 4.39210 -1.52458 0.51763
C 2.03983 1.92753 3.64426
N -0.22671 -2.17887 1.82142
C 0.48039 0.55372 2.39625
N -2.30351 2.19831 -0.13675
C -1.54828 4.52437 0.33790
H 4.47200 1.34253 5.06427
V -0.33808 1.17467 -0.25065
C 3.37055 -2.14593 -2.33437
C -2.34298 0.10124 -2.15382
H -2.02079 5.04735 -0.49453
H 0.59049 4.92731 0.12384
H 1.19026 -2.71823 3.18692
H -0.49827 -4.45027 -0.67091
C 1.96045 -0.38419 4.11717
C 1.09589 1.80757 2.62922
H -1.28100 -2.22091 -4.34755
C -3.79300 -1.26577 -3.56321
C -1.44118 -1.90331 -3.32100
H -6.18850 -1.42803 -4.68234
H 2.74407 -2.91470 -1.87747
H 0.10491 -3.02480 -2.79815
H 2.47429 2.90598 3.82394
C -0.75891 -2.31526 -0.99664
C -0.12222 4.12231 -0.06238
H 5.98802 -0.13289 -2.05624
C 3.51234 1.05475 5.49519
H -5.58885 1.08128 -1.97363
H -1.82289 -2.19878 -0.77287
C -4.72745 0.49507 -2.27704
H 3.62459 -2.17916 0.93794
H 4.67437 0.82898 -2.74808
C 5.05520 0.38592 -1.82678
H -3.44373 3.65856 0.87710
C 0.65018 -1.89113 2.73367

=====

Entry b
C27H37N4O2SeSiV | ωB97M-V with the def2-TZVPD basis set

Summary:
E_LUMO (spin up / spin down) ... -6.0928 / -6.0989 eV
<S²> ... 2.021
Kohn-Sham gap (spin up / spin down) ... 6.8 / 7.1 eV
HOMO (spin up / spin down) ... -12.93 / -13.17 eV
Multiplicity ... 3
Charge ... +2

Atoms and positions in Å:
H 1.31286 3.86318 -1.86721
H 0.77390 -3.45866 -4.26817
V 0.14812 -0.96673 0.81725
H -0.40259 4.14309 -0.19594
H -6.84528 -0.28206 -1.93144
C 3.50680 0.98760 3.77732
H -4.75808 -2.68655 0.07637
C -0.50090 -3.53678 2.18018
C 4.66316 1.78691 1.87240
H -1.00950 -4.49155 2.03993
H 1.47831 2.38830 0.29093
H -2.96478 -3.37633 1.43799
C -0.03068 -2.79633 -4.58801
H -7.07123 -1.48846 -0.66781
H -0.97991 -3.26698 -4.33017
N 2.80787 1.77210 -1.15797
C -5.05066 -0.78229 -0.85674
C 1.42873 2.01085 -0.73434
H 1.94700 -0.29906 -5.26771
H 3.01182 1.89984 -2.14327
C -1.29881 0.00646 -4.29059
H 0.35033 -3.56221 4.16134
C 5.59253 2.36268 4.14592
C 4.58219 1.70237 3.24970
H 1.81077 0.69855 -3.82126
H -1.19289 4.03202 -1.76723
C -0.61102 3.47590 -1.03407
H -1.29412 0.17344 -5.37090
C -0.50608 -3.11389 3.65681
C -2.37975 -2.50201 1.14693
C -3.20326 0.77555 -0.51918
H -6.28999 -1.93640 -2.18011
N -1.41244 2.36763 -0.53183
Si 0.11246 -1.11782 -3.81599
Se -0.01920 -1.43831 -1.53636
C 2.56722 0.34136 2.98070
H -1.22474 0.97888 -3.79814
C -0.50461 -1.59634 3.84097
O 1.95322 -0.36671 0.80249
H -3.05735 2.57428 -1.72107
C -2.52240 -0.14024 0.32491
H -0.33107 -1.35869 4.89218
H 2.57278 -0.90890 -3.73008
C 1.48299 -0.39353 3.60490
H 0.48679 2.48759 -2.60730
H 0.52071 -3.65879 1.81451
N 0.49429 -0.93035 2.99504
H 6.49191 2.63139 3.59524
C -6.38796 -1.13947 -1.44192
H 0.01849 -2.69744 -5.67570
H -4.93740 1.16174 -1.72466
C -2.57285 1.97432 -0.95502
O -1.40614 0.21598 0.92254
C 3.79672 1.46747 -0.37843
C -4.44739 0.43503 -1.08520
C -4.33464 -1.69972 -0.08322
H -1.03137 1.76061 0.19998
C 3.69616 1.20870 1.03202
H 5.47656 2.34758 1.42368
H -1.47766 -1.18396 3.57187
H 5.88203 1.69935 4.96019
H 5.18639 3.27293 4.58921
C -3.08893 -1.42735 0.47154
H 0.91628 1.04510 -0.74516
H -2.25635 -0.44014 -4.01871
N -1.12478 -2.48349 1.38180
C 2.67938 0.38897 1.57896
C 1.77037 -0.32912 -4.19003
H 3.40722 0.91218 4.85559
H 1.52361 -0.45763 4.69415
H 4.77727 1.47842 -0.84652
C 0.70042 2.98382 -1.65780
H -1.40086 -3.49790 4.14965

=====

Energy comparison, zero being the most stable, in kcal/mol: entry a 2.6; entry b 0.0.